Below is a molecular structure, C22H20AsLiN4O4S3 in a non-equilibrium geometry, with properties calculated with ωB97M-V/def2-TZVPD.

```
55
Properties=species:S:1:pos:R:3:nbo_charge:R:1
O -0.416 5.738 -3.936 -0.37
H -2.114 4.688 -2.686 0.25
O 2.012 -3.220 1.124 -0.94
C -2.223 -4.626 2.733 -0.19
O 0.616 -3.325 -0.884 -0.97
C -0.579 3.486 -3.460 0.05
H -3.341 -0.188 0.367 0.23
S -2.379 -1.382 2.508 -0.21
N -1.959 0.435 -0.999 -0.45
C 1.871 0.684 -4.049 -0.25
C -1.648 3.712 -2.676 -0.13
C 2.199 -0.076 2.520 -0.98
H 2.808 -0.104 3.423 0.24
H 1.541 3.798 3.107 0.25
H 4.120 3.266 1.538 0.25
C -0.267 -4.530 1.358 -0.34
H 2.613 -0.754 1.778 0.27
C -1.542 1.444 -1.789 0.17
C -0.370 1.221 -2.606 0.26
Li -0.025 -0.903 -0.536 0.88
C -2.059 -6.004 2.799 -0.19
H 0.763 -6.372 0.927 0.23
C 0.118 2.218 -3.462 -0.12
C -3.031 0.638 -0.260 0.10
H -3.830 3.828 -1.061 0.22
N 0.221 0.025 -2.466 -0.50
S 0.687 -3.279 0.565 2.28
H 1.731 -1.229 -3.038 0.21
N -0.153 4.614 -4.314 0.53
H 2.058 2.519 4.242 0.23
H -3.037 -4.118 3.235 0.25
N -0.231 -2.012 1.044 -0.97
H 4.543 1.959 2.679 0.23
H 2.764 0.429 -4.602 0.23
S 1.159 2.114 0.077 -0.75
H -0.868 -7.706 2.243 0.22
C -0.071 -5.896 1.426 -0.17
H 4.481 1.647 0.926 0.25
H 1.723 2.652 -4.843 0.25
H 0.442 2.465 3.492 0.25
C 1.292 1.918 -4.185 -0.11
H -4.621 1.948 0.380 0.23
C -3.316 2.874 -1.038 -0.11
C -3.748 1.847 -0.250 -0.25
C -0.990 -6.632 2.161 -0.20
O 0.411 4.359 -5.364 -0.38
C -1.268 -2.401 1.811 0.08
C -1.305 -3.887 2.009 -0.02
H -2.773 -6.599 3.356 0.22
C -2.176 2.686 -1.838 -0.11
As 2.170 1.722 1.857 1.47
C 1.299 -0.241 -3.173 0.08
C 4.035 2.204 1.746 -0.97
C 1.483 2.740 3.343 -0.97
H 1.182 -0.393 2.743 0.27
```

Properties
E	-130838.3805	eV
HOMO level	-8.09	eV
HOMO-LUMO gap	0.264	Eh
ΔE to the lowest compared entry with this formula, charge and spin	58.79	kJ/mol